Entry 1:
Entry from OMol25: 2 unconnected molecules or ions with the total composition C2F3O2S (ωB97M-V/def2-TZVPD).

- M: 145.1 g/mol
- Net charge: -1
- Kohn-Sham gap: 9.05 eV
- Energy relative to the best compared isomer or geometry (same formula, charge and spin): 201.6 kJ/mol

Geometry (Å):
C1 1.25 -0.47 -0.36
C2 0.29 0.45 -0.10
O1 -2.21 -0.57 -0.85
O2 -2.21 0.29 1.46
F1 0.92 -1.69 -0.86
F2 2.54 -0.43 -0.16
F3 1.35 1.86 0.83
S1 -1.93 0.57 0.04

---

Entry 2:
Entry from OMol25: a molecular structure, C2H3FOTl (ωB97M-V/def2-TZVPD).

- M: 266.4 g/mol
- Net charge: +1
- Kohn-Sham gap: 9.19 eV
- Energy relative to the best compared isomer or geometry (same formula, charge and spin): 260.4 kJ/mol

Geometry (Å):
C1 0.63 1.06 1.06
C2 0.84 0.32 -0.10
F1 -0.61 1.03 1.52
H1 1.23 0.88 -0.96
H2 1.02 -0.94 0.08
Tl1 -2.49 -0.60 0.32
O1 -0.40 -0.69 -0.52
H3 -0.22 -1.05 -1.40

---

Entry 3:
Entry from OMol25: a molecular structure, C65H152N4O7P2S (ωB97M-V/def2-TZVPD).

- M: 1196.0 g/mol
- Net charge: +4
- Kohn-Sham gap: 7.76 eV

Geometry (Å):
S1 -0.69 -0.05 -0.45
O1 -1.85 -0.90 -0.03
O2 -1.14 1.13 -1.18
O3 0.12 0.30 0.76
O4 0.11 -0.93 -1.29
C1 2.05 -3.41 3.97
C2 1.32 -2.25 3.35
C3 1.62 -1.66 1.98
C4 0.81 -2.28 0.82
P1 1.71 -2.14 -0.76
C5 3.24 -3.10 -0.66
C6 3.03 -4.45 0.09
C7 4.32 -5.20 0.43
C8 5.22 -4.59 1.45
C9 0.75 -2.68 -2.26
C10 1.45 -2.58 -3.66
C11 0.51 -3.02 -4.79
C12 1.03 -2.93 -6.21
C13 2.16 -0.34 -1.00
C14 3.43 -0.03 -1.83
C15 3.85 1.40 -2.05
C16 5.15 1.50 -2.96
H1 3.13 -3.28 3.88
H2 1.74 -4.39 3.61
H3 1.72 -3.33 5.01
H4 1.47 -1.37 3.97
H5 0.25 -2.45 3.40
H6 2.68 -1.90 1.86
H7 1.63 -0.58 2.12
H8 -0.09 -1.67 0.75
H9 0.55 -3.34 0.81
H10 3.88 -2.49 -0.02
H11 3.74 -3.25 -1.61
H12 2.41 -5.07 -0.55
H13 2.44 -4.34 1.00
H14 4.94 -5.30 -0.46
H15 4.06 -6.19 0.80
H16 4.58 -4.37 2.31
H17 5.77 -3.67 1.22
H18 5.95 -5.35 1.74
H19 -0.24 -2.22 -2.27
H20 0.51 -3.72 -2.07
H21 2.43 -3.05 -3.65
H22 1.59 -1.51 -3.77
H23 -0.34 -2.35 -4.73
H24 -0.07 -3.89 -4.50
H25 1.55 -3.85 -6.45
H26 1.63 -2.04 -6.41
H27 0.20 -2.83 -6.92
H28 2.25 0.09 0.00
H29 1.31 0.19 -1.43
H30 3.52 -0.54 -2.79
H31 4.20 -0.62 -1.35
H32 4.05 1.71 -1.03
H33 2.98 2.02 -2.28
H34 4.89 1.50 -4.02
H35 5.94 0.78 -2.77
H36 5.66 2.46 -2.92
C17 -3.40 -7.18 3.14
C18 -2.01 -6.43 3.12
C19 -1.75 -5.50 1.89
C20 -2.72 -4.34 1.80
P2 -2.27 -2.72 1.08
C21 -0.90 -2.05 2.13
C22 -1.10 -2.18 3.73
C23 -1.01 -0.88 4.58
C24 0.34 -0.07 4.43
C25 -3.75 -1.66 1.31
C26 -5.02 -2.15 0.47
C27 -5.12 -1.98 -1.04
C28 -6.41 -2.48 -1.73
C29 -1.65 -2.92 -0.67
C30 -2.03 -4.27 -1.37
C31 -1.85 -4.33 -2.92
C32 -0.72 -5.20 -3.42
H37 -3.55 -7.82 2.27
H38 -4.22 -6.47 3.25
H39 -3.42 -7.82 4.02
H40 -1.20 -7.11 3.40
H41 -1.92 -5.75 3.96
H42 -1.83 -6.11 0.99
H43 -0.74 -5.08 1.88
H44 -3.29 -4.24 2.73
H45 -3.55 -4.53 1.11
H46 -0.84 -1.00 1.86
H47 0.02 -2.50 1.76
H48 -0.42 -2.99 4.00
H49 -2.08 -2.62 3.94
H50 -1.19 -1.09 5.63
H51 -1.86 -0.25 4.30
H52 1.15 -0.73 4.74
H53 0.38 0.70 5.20
H54 0.58 0.32 3.44
H55 -3.49 -0.64 1.04
H56 -3.91 -1.70 2.38
H57 -5.87 -1.61 0.90
H58 -5.20 -3.19 0.72
H59 -4.30 -2.53 -1.51
H60 -4.90 -0.93 -1.22
H61 -7.29 -2.05 -1.25
H62 -6.56 -3.55 -1.67
H63 -6.49 -2.16 -2.77
H64 -0.57 -2.77 -0.69
H65 -1.97 -1.95 -1.06
H66 -3.06 -4.54 -1.16
H67 -1.36 -5.02 -0.94
H68 -1.64 -3.32 -3.26
H69 -2.83 -4.56 -3.34
H70 -0.64 -5.17 -4.51
H71 -0.59 -6.19 -2.98
H72 0.22 -4.78 -3.05
C33 4.45 2.02 3.05
C34 3.96 2.25 4.47
N1 3.15 3.59 4.78
C35 2.60 3.66 6.25
C36 4.23 4.74 4.49
C37 5.27 4.94 5.59
C38 2.01 3.84 3.73
C39 1.02 2.63 3.72
O5 1.50 1.64 2.84
C40 0.51 0.70 2.42
H73 5.09 2.84 2.71
H74 3.79 1.76 2.23
H75 5.14 1.18 3.15
H76 4.70 2.23 5.27
H77 3.30 1.48 4.88
H78 3.50 3.53 6.85
H79 1.86 2.88 6.42
H80 2.04 4.58 6.43
H81 3.68 5.68 4.42
H82 4.68 4.66 3.50
H83 5.71 3.98 5.87
H84 5.05 5.60 6.43
H85 6.15 5.42 5.15
H86 2.43 4.04 2.75
H87 1.55 4.76 4.08
H88 0.08 3.06 3.39
H89 0.91 2.17 4.70
H90 1.00 -0.19 2.04
H91 -0.13 1.05 1.60
H92 -0.21 0.47 3.20
C41 -3.77 1.37 -3.00
C42 -2.25 1.42 -3.11
N2 -1.54 0.10 -3.61
C43 -2.07 -1.01 -2.70
C44 -1.89 -0.20 -5.10
C45 -1.20 -1.50 -5.58
C46 0.02 0.17 -3.27
C47 0.67 1.40 -3.87
O6 0.55 1.36 -5.26
C48 1.04 2.42 -6.00
H93 -4.15 1.08 -3.98
H94 -4.12 2.34 -2.67
H95 -4.10 0.65 -2.24
H96 -1.84 1.58 -2.12
H97 -1.98 2.29 -3.72
H98 -1.49 -1.93 -2.80
H99 -3.11 -1.26 -2.91
H100 -1.93 -0.63 -1.68
H101 -1.56 0.69 -5.63
H102 -2.97 -0.32 -5.12
H103 -1.45 -2.41 -5.03
H104 -0.11 -1.43 -5.65
H105 -1.49 -1.62 -6.63
H106 0.49 -0.79 -3.49
H107 0.14 0.27 -2.20
H108 1.70 1.46 -3.53
H109 0.27 2.38 -3.60
H110 0.71 2.49 -7.04
H111 2.11 2.26 -6.09
H112 0.90 3.43 -5.60
C49 -0.72 3.32 -2.09
C50 0.84 3.26 -1.90
N3 1.38 3.07 -0.44
C51 1.00 1.69 0.19
C52 2.97 3.18 -0.63
C53 3.78 2.88 0.65
C54 0.79 4.06 0.59
C55 1.47 5.52 0.51
O7 1.35 6.04 -0.80
C56 1.70 7.47 -0.88
H113 -1.23 2.42 -1.73
H114 -0.90 3.45 -3.15
H115 -1.02 4.19 -1.50
H116 1.34 4.13 -2.33
H117 1.21 2.43 -2.49
H118 1.27 1.45 1.21
H119 1.36 0.96 -0.54
H120 -0.08 1.65 0.33
H121 3.28 4.12 -1.08
H122 3.11 2.40 -1.37
H123 4.70 2.43 0.28
H124 3.35 2.21 1.39
H125 3.77 3.73 1.34
H126 1.00 3.69 1.59
H127 -0.28 4.12 0.37
H128 2.51 5.52 0.85
H129 0.89 6.06 1.25
H130 1.04 7.98 -0.18
H131 1.64 7.83 -1.91
H132 2.75 7.56 -0.58
C57 -3.60 5.48 -2.66
C58 -2.71 4.46 -1.98
C59 -3.45 3.52 -0.96
C60 -2.43 2.73 -0.17
N4 -3.08 1.57 0.67
C61 -2.18 1.04 1.82
C62 -3.22 0.34 2.74
C63 -4.55 0.90 2.37
C64 -4.31 2.00 1.49
C65 -3.52 0.47 -0.37
H133 -2.96 6.18 -3.19
H134 -4.24 5.94 -1.90
H135 -4.29 5.08 -3.41
H136 -2.14 5.20 -1.42
H137 -2.08 4.00 -2.74
H138 -4.18 2.96 -1.54
H139 -3.97 4.11 -0.20
H140 -1.88 3.28 0.59
H141 -1.71 2.19 -0.79
H142 -1.43 0.38 1.37
H143 -1.75 1.94 2.24
H144 -3.12 -0.72 2.94
H145 -2.98 0.65 3.75
H146 -5.11 0.10 1.90
H147 -5.12 1.08 3.28
H148 -5.19 2.19 0.87
H149 -4.00 2.90 2.03
H150 -2.71 -0.06 -0.88
H151 -4.30 0.88 -1.01
H152 -3.97 -0.38 0.15

---

Entry 4:
Entry from OMol25: a molecular structure, C4H6CsO3 (ωB97M-V/def2-TZVPD).

- M: 235.0 g/mol
- Net charge: -2
- Kohn-Sham gap (alpha / beta): 2.78 / 4.27 eV
- Spin multiplicity: 2

Geometry (Å):
H1 0.69 2.62 -0.63
C1 0.66 1.68 -0.07
C2 1.49 1.42 0.95
H2 2.26 2.16 1.17
H3 1.45 0.48 1.49
O1 -0.33 0.91 -0.56
O2 -0.44 -0.36 0.09
Cs1 -0.41 -2.45 -2.80
C3 -2.08 0.67 6.35
C4 -3.24 1.13 5.86
O3 -1.86 -0.07 7.53
H4 -1.09 0.76 5.86
H5 -4.08 0.75 6.49
H6 -2.72 -0.28 7.90

---

Entry 5:
Entry from OMol25: a single C2H4N2O molecule (ωB97M-V/def2-TZVPD).

- M: 72.1 g/mol
- Net charge: 0
- SMILES string: [H]/N=C/NC=O
- Kohn-Sham gap: 11.16 eV
- Energy relative to the best compared isomer or geometry (same formula, charge and spin): 42.5 kJ/mol

Geometry (Å):
N1 -0.69 1.11 1.24
C1 -0.82 0.16 0.42
N2 0.28 -0.69 0.12
C2 1.03 -0.43 -1.01
O1 2.19 -0.73 -1.14
H1 -1.56 1.63 1.37
H2 -1.73 -0.13 -0.12
H3 0.85 -0.99 0.91
H4 0.44 0.08 -1.80